(1)
Density functional theory data (ωB97M-V with the def2-TZVPD basis set) for a molecular structure, C22H50OsP2Si2.

```
77
Properties=species:S:1:pos:R:3:mulliken_spin:R:1
P 0.83 2.45 -4.65 0.009
P 2.36 -0.87 -4.51 0.007
C 2.05 1.75 -5.86 -0.001
C 2.05 0.21 -5.98 0.000
H 3.05 2.14 -5.61 0.000
H 1.79 2.17 -6.84 0.000
H 1.16 -0.17 -6.51 0.000
H 2.91 -0.05 -6.63 0.000
C 4.08 -0.58 -4.12 0.001
H 4.41 -1.21 -3.29 -0.001
H 4.27 0.48 -3.89 0.000
H 4.64 -0.87 -5.03 0.000
C 2.29 -2.52 -5.27 -0.001
H 3.04 -2.55 -6.07 0.000
H 1.28 -2.69 -5.66 0.000
H 2.52 -3.28 -4.52 0.000
C 1.21 4.22 -4.82 0.001
H 0.58 4.76 -4.09 0.000
H 0.97 4.56 -5.84 0.000
H 2.26 4.40 -4.59 0.000
C -0.68 2.33 -5.68 0.000
H -0.91 1.30 -5.97 0.001
H -0.56 2.96 -6.58 0.000
H -1.52 2.72 -5.09 0.000
Os 0.19 -0.56 -0.41 2.857
C 1.43 -1.32 -3.06 -0.059
C 1.81 -0.44 -1.82 0.208
C 2.07 1.03 -2.09 0.061
C 1.12 2.05 -1.41 0.031
C -0.23 1.51 -1.08 0.054
C -1.03 0.65 -1.89 0.150
C -0.71 0.07 -3.23 0.062
C -0.08 -1.35 -3.30 0.173
C -1.70 -0.99 0.26 0.139
H 1.75 -2.35 -2.81 0.008
H 2.68 -0.87 -1.30 -0.063
H 2.03 1.23 -3.17 -0.010
H 3.11 1.26 -1.81 0.001
H 1.62 2.42 -0.51 -0.016
H 1.00 2.93 -2.07 -0.007
H -0.78 2.05 -0.32 -0.005
H -2.10 0.63 -1.63 -0.022
H 0.01 0.76 -3.73 -0.024
H -1.64 0.08 -3.83 -0.011
H -0.53 -1.99 -2.52 -0.051
H -0.32 -1.77 -4.28 0.002
H -1.82 -1.71 1.07 0.042
H -2.27 -1.36 -0.61 -0.009
H -2.17 -0.04 0.58 0.015
C 0.05 -3.68 -0.01 0.087
Si 1.42 -2.85 0.97 0.050
C 1.38 -3.58 2.72 0.041
C 3.05 -3.34 0.19 0.013
C 1.36 -0.95 1.10 0.221
Si 0.68 0.01 2.60 -0.028
C 2.05 0.06 3.88 0.043
C 0.28 1.80 2.17 0.052
C -0.82 -0.78 3.40 0.008
H 0.50 -4.31 -0.79 0.004
H -0.65 -2.98 -0.49 -0.035
H -0.53 -4.32 0.67 0.007
H 1.72 -4.63 2.65 0.002
H 2.05 -3.05 3.41 -0.003
H 0.37 -3.59 3.15 0.000
H 3.01 -3.31 -0.90 -0.002
H 3.86 -2.69 0.52 0.001
H 3.29 -4.37 0.49 0.001
H 2.41 -0.60 0.93 -0.002
H 2.97 0.47 3.46 -0.002
H 1.73 0.71 4.71 0.004
H 2.27 -0.93 4.30 -0.002
H -0.75 1.91 1.82 0.000
H 0.40 2.41 3.08 0.000
H 0.96 2.19 1.41 -0.004
H -1.67 -0.09 3.35 0.000
H -1.13 -1.74 2.97 0.001
H -0.59 -0.95 4.46 0.000
```

Summary:
- Highest occupied orbital energy (alpha / beta): -13.6 / -13.9 eV
- Frontier orbital gap (alpha / beta): 0.281 / 0.204 Ha
- Charge: +2
- Spin multiplicity: 5
- Expectation value of S²: 6.028

(2)
Density functional theory data (ωB97M-V with the def2-TZVPD basis set) for a molecular structure, C12H6N2O5SSn.

```
27
Properties=species:S:1:pos:R:3:lowdin_charge:R:1
O 2.18 0.29 2.88 0.193
C 1.48 0.19 1.99 -0.040
Sn -0.11 0.02 0.03 0.988
O 2.80 -1.33 -1.96 0.159
C 1.94 -0.90 -1.34 -0.052
C -1.47 -0.20 -2.00 -0.040
O -2.16 -0.31 -2.91 0.198
C 0.58 2.30 -0.70 -0.042
O 0.88 3.35 -1.03 0.196
C -0.57 -2.30 0.70 -0.041
O -0.87 -3.37 1.02 0.196
N -3.37 -0.89 0.36 0.120
C -3.07 0.18 1.14 -0.656
N -1.88 0.74 1.20 -0.117
C -1.80 1.85 2.10 -0.280
C -0.66 2.62 2.38 -0.060
C -0.76 3.65 3.32 -0.041
C -2.01 3.85 3.94 -0.033
C -3.13 3.06 3.63 -0.050
C -3.05 2.04 2.71 -0.431
S -4.31 0.90 2.16 1.175
H -4.33 -1.20 0.43 0.126
H -2.69 -1.39 -0.24 0.062
H 0.32 2.44 1.87 0.067
H 0.11 4.31 3.60 0.144
H -2.12 4.65 4.69 0.132
H -4.12 3.17 4.08 0.126
```

Summary:
- Highest occupied orbital energy: -15.2 eV
- Frontier orbital gap: 0.261 Ha
- Charge: +2

(3)
Density functional theory data (ωB97M-V with the def2-TZVPD basis set) for C20H25N3O2 in the gas phase.

```
50
Properties=species:S:1:pos:R:3:lowdin_charge:R:1
N -4.65 -2.04 -0.61 -0.007
C -4.99 -0.87 0.19 -0.292
C -3.83 0.10 0.48 -0.199
C -3.38 0.85 -0.78 -0.199
C -2.20 1.79 -0.52 -0.134
C -0.81 1.14 -0.68 -0.256
C 0.29 2.16 -0.37 -0.112
N 0.22 2.49 1.03 0.093
C -0.18 1.61 1.98 -0.402
O -0.37 1.94 3.13 0.098
C -0.32 0.17 1.51 -0.355
O -0.18 -0.76 2.28 0.102
N -0.61 0.00 0.19 -0.011
C -0.67 -1.35 -0.34 -0.132
C 0.60 -1.76 -1.10 -0.103
C 1.82 -1.60 -0.22 -0.171
C 1.93 -2.42 0.88 -0.039
C 2.96 -2.28 1.81 -0.057
C 3.90 -1.29 1.64 -0.029
C 3.85 -0.45 0.52 -0.159
C 4.83 0.54 0.32 -0.032
C 4.82 1.35 -0.78 -0.083
C 3.82 1.18 -1.75 -0.089
C 2.84 0.24 -1.58 -0.061
C 2.81 -0.61 -0.44 -0.114
H -4.33 -1.76 -1.53 0.054
H -3.91 -2.57 -0.16 0.063
H -5.38 -1.24 1.14 0.108
H -5.79 -0.34 -0.33 0.109
H -4.16 0.82 1.22 0.116
H -3.00 -0.46 0.91 0.098
H -4.23 1.45 -1.13 0.114
H -3.12 0.15 -1.58 0.096
H -2.29 2.20 0.48 0.118
H -2.24 2.62 -1.23 0.118
H -0.70 0.79 -1.71 0.154
H 0.15 3.07 -0.96 0.132
H 1.28 1.73 -0.61 0.099
H 0.41 3.44 1.33 0.155
H -1.53 -1.43 -1.01 0.112
H -0.82 -2.01 0.51 0.121
H 0.69 -1.17 -2.01 0.092
H 0.50 -2.81 -1.38 0.125
H 1.19 -3.19 1.04 0.121
H 3.00 -2.94 2.66 0.108
H 4.69 -1.15 2.37 0.112
H 5.61 0.65 1.07 0.112
H 5.58 2.10 -0.92 0.102
H 3.82 1.80 -2.63 0.103
H 2.10 0.12 -2.36 0.101
```

Summary:
- Highest occupied orbital energy: -8.2 eV
- Frontier orbital gap: 0.317 Ha
- Charge: 0
- SMILES: NCCCC[C@H]1CNC(=O)C(=O)N1CCc1cccc2ccccc12

(4)
Density functional theory data (ωB97M-V with the def2-TZVPD basis set) for a molecular structure, C20H28LuNO2S.

```
53
Properties=species:S:1:pos:R:3:lowdin_charge:R:1
O 0.34 0.08 -6.78 -0.152
C 0.23 1.48 -7.34 -0.123
C 0.16 0.98 -8.78 -0.067
H 1.12 2.05 -7.05 0.118
H -0.68 2.00 -6.98 0.127
C 0.25 -0.44 -8.15 -0.559
H 1.02 1.26 -9.40 0.116
H -0.79 1.18 -9.30 0.116
C 1.54 -1.14 -8.47 -0.023
H 2.38 -0.45 -8.28 0.093
H 1.55 -1.47 -9.51 0.094
H 1.66 -2.01 -7.83 0.091
C -0.98 -1.30 -8.39 -0.016
H -1.90 -0.77 -8.15 0.090
H -0.93 -2.21 -7.80 0.088
H -1.00 -1.60 -9.44 0.094
Lu -0.14 -0.32 -0.60 1.400
C -2.21 -0.76 0.84 -0.181
C -1.96 0.64 0.91 -0.205
C -2.08 1.18 -0.40 -0.225
H -1.78 1.21 1.83 0.103
C -2.43 0.11 -1.29 -0.239
C -2.49 -1.10 -0.52 -0.220
H -2.78 -2.08 -0.89 0.108
H -2.28 -1.44 1.69 0.118
H -1.96 2.23 -0.69 0.105
H -2.73 0.21 -2.34 0.103
C 0.93 -1.88 1.01 -0.189
C 0.17 -2.68 0.09 -0.212
C 0.74 -2.52 -1.21 -0.218
H -0.63 -3.36 0.35 0.109
C 1.86 -1.62 -1.10 -0.224
C 1.97 -1.22 0.27 -0.243
H 2.76 -0.58 0.67 0.089
H 0.78 -1.83 2.09 0.108
H 0.46 -3.09 -2.10 0.107
H 2.54 -1.35 -1.90 0.109
O 0.80 0.94 -2.42 -0.305
C 0.15 0.13 -3.48 -0.184
C -0.30 1.14 -4.51 -0.186
H -0.70 -0.53 -3.13 0.108
H 0.93 -0.53 -3.91 0.136
C 0.68 2.30 -4.37 -0.153
H -1.36 1.43 -4.42 0.133
H -0.19 0.59 -5.46 0.038
C 0.84 2.35 -2.87 -0.147
H 0.26 3.21 -4.80 0.121
H 1.63 2.05 -4.88 0.128
H -0.02 2.86 -2.40 0.122
H 1.78 2.81 -2.52 0.128
S 1.15 1.69 0.72 0.536
C 0.89 1.21 2.28 -0.903
N 0.74 0.95 3.43 0.038
```

Summary:
- Highest occupied orbital energy: -7.6 eV
- Frontier orbital gap: 0.285 Ha
- Charge: 0

(5)
Density functional theory data (ωB97M-V with the def2-TZVPD basis set) for C3H3BrClF in the gas phase.

```
9
Properties=species:S:1:pos:R:3:lowdin_charge:R:1
C -0.19 0.42 -0.45 -0.326
C 0.97 -0.39 0.14 -0.106
C -0.66 0.02 -1.87 -1.166
F 2.11 0.14 -0.32 0.007
Cl 0.32 0.75 -3.03 0.653
Br -1.21 -1.74 -2.19 0.672
H -0.95 0.39 0.36 0.115
H 0.03 1.43 -0.68 0.060
H 0.74 -1.38 0.45 0.091
```

Summary:
- Highest occupied orbital energy (alpha / beta): -8.4 / -8.6 eV
- Frontier orbital gap (alpha / beta): 0.313 / 0.294 Ha
- Charge: 0

(6)
Density functional theory data (ωB97M-V with the def2-TZVPD basis set) for a molecular structure, C3H4N4O.

```
12
Properties=species:S:1:pos:R:3:lowdin_charge:R:1
C -0.22 -0.38 0.46 -0.479
C 1.03 0.61 -0.99 -0.424
C 1.74 -0.34 -0.01 -0.041
H -2.44 0.56 -0.59 0.272
H -2.59 0.68 1.42 0.123
H -1.37 -1.40 1.84 0.116
H 2.88 -0.37 -0.36 0.158
N -2.57 -0.20 0.65 -0.082
N -1.36 -0.85 1.03 -0.046
N -0.31 0.48 -0.47 0.105
N 1.03 -0.97 0.90 0.171
O 1.34 1.49 -1.73 0.127
```

Summary:
- Highest occupied orbital energy: -9.4 eV
- Frontier orbital gap: 0.302 Ha
- Charge: 0

(7)
Density functional theory data (ωB97M-V with the def2-TZVPD basis set) for 2 unconnected molecules or ions with the total composition C5H9NO.

```
16
Properties=species:S:1:pos:R:3:lowdin_charge:R:1
H 2.74 1.53 0.53 0.064
N 2.52 0.53 0.53 0.158
C 1.39 0.36 -0.01 -0.449
C 0.83 -1.02 -0.22 -0.125
C -0.64 -1.06 -0.52 -0.165
C -1.35 0.05 -0.68 -0.116
C -0.73 1.39 -0.43 -0.173
O 0.69 1.41 -0.55 -0.031
H 1.36 -1.46 -1.07 0.129
H 1.10 -1.63 0.65 0.114
H -1.11 -2.04 -0.58 0.111
H -2.41 0.01 -0.91 0.110
H -1.00 1.73 0.59 0.128
H -1.10 2.15 -1.13 0.125
H -0.97 -1.17 2.15 0.073
H -1.32 -0.77 1.64 0.045
```

Summary:
- Highest occupied orbital energy: -9.7 eV
- Frontier orbital gap: 0.393 Ha
- Charge: 0
- SMILES: [H]/N=C1/CC=CCO1.[H][H]

(8)
Density functional theory data (ωB97M-V with the def2-TZVPD basis set) for a gas-phase ion, C2H3OS3 (charge -1).

```
9
Properties=species:S:1:pos:R:3:lowdin_charge:R:1
O -0.65 1.49 -0.48 -0.167
C -0.60 0.30 0.15 -0.896
S 0.02 0.39 1.91 0.632
C 0.28 -0.74 -0.69 -1.427
S -0.28 -2.30 -0.64 0.435
S 1.62 -0.06 -1.40 0.514
H 0.24 1.34 -0.89 -0.044
H -1.71 0.06 0.17 0.096
H 1.07 -0.48 1.87 -0.143
```

Summary:
- Highest occupied orbital energy: -4.0 eV
- Frontier orbital gap: 0.271 Ha
- Charge: -1
- SMILES: O[C@H](S)C(=S)[S-]

| no. | E (Ha) |
| --- | --- |
| 1 | -2219.93123 |
| 2 | -1558.39303 |
| 3 | -1091.90638 |
| 4 | -2617.82534 |
| 5 | -3250.03744 |
| 6 | -410.81739 |
| 7 | -325.84231 |
| 8 | -1347.85629 |